Record 1
The following is a quantum chemistry calculation of C30H40AgAs3IN3O2S as an isolated structure, from the OMol25 dataset.

Results
* total energy: -245774.895 eV
* LUMO level: -0.16 eV
* charge: 0
* highest occupied orbital energy: -7.760 eV

Last column: Löwdin charge in e.
Geometry (Å):
Ag (-0.1040, -0.2546, -0.0083)  0.54
C (-3.5363, -2.1699, -2.4689)  -0.34
As (-2.1470, -0.8740, -1.9138)  1.05
C (-3.3249, 0.0326, -0.6281)  -0.35
C (-2.1662, 0.1005, -3.6629)  -0.36
C (-2.2756, 1.6270, -3.8745)  -0.67
C (-2.6253, 1.8145, -5.3612)  -0.07
C (-0.9508, 2.3423, -3.6054)  -0.34
As (0.0846, 1.8330, -1.9736)  1.12
C (1.6267, 1.1549, -2.9662)  -0.29
C (0.8057, 3.6023, -1.5647)  -0.29
C (-3.3881, 2.1797, -2.9758)  -0.40
As (-4.1713, 4.0163, -3.0761)  1.13
C (-3.3071, 4.9618, -4.5765)  -0.36
C (-3.0366, 4.8240, -1.6829)  -0.35
H (-4.3543, -1.6376, -2.9567)  0.02
H (-3.9257, -2.6905, -1.5974)  -0.01
H (-3.1232, -2.9028, -3.1619)  0.02
H (-4.2840, 0.3406, -1.0407)  0.02
H (-2.8241, 0.8902, -0.1797)  0.00
H (-3.5077, -0.7037, 0.1583)  0.02
H (-2.9934, -0.3592, -4.2095)  0.06
H (-1.2452, -0.2456, -4.1453)  0.07
H (-1.9787, 1.1928, -5.9842)  0.09
H (-2.4889, 2.8496, -5.6675)  0.05
H (-3.6633, 1.5296, -5.5543)  0.09
H (-1.1373, 3.4169, -3.5480)  0.04
H (-0.2787, 2.1803, -4.4525)  0.08
H (1.8909, 1.8585, -3.7561)  0.03
H (1.4033, 0.1845, -3.4119)  0.02
H (2.4752, 1.0498, -2.2965)  0.01
H (1.0519, 4.1391, -2.4815)  0.03
H (1.7068, 3.4450, -0.9728)  0.01
H (0.0950, 4.1838, -0.9784)  0.01
H (-3.0379, 2.1227, -1.9429)  0.02
H (-4.2524, 1.5146, -3.0611)  0.05
H (-3.7263, 4.6483, -5.5304)  0.01
H (-2.2243, 4.8451, -4.5926)  0.01
H (-3.5404, 6.0180, -4.4368)  0.02
H (-3.1977, 4.3155, -0.7323)  0.02
H (-3.2999, 5.8738, -1.5564)  0.02
H (-1.9796, 4.7554, -1.9429)  0.00
N (-0.9113, -3.7294, 2.9199)  0.13
C (-2.0404, -4.4817, 2.5451)  -0.24
C (-2.7811, -5.1594, 3.4995)  -0.02
C (-3.8854, -5.9142, 3.1216)  -0.08
C (-4.2699, -5.9650, 1.7946)  -0.09
C (-3.5500, -5.2551, 0.8398)  -0.10
C (-2.4301, -4.5339, 1.2112)  -0.44
S (-1.4736, -3.6823, -0.0196)  0.94
N (-0.6208, -2.5531, 0.8915)  -0.29
C (-0.4082, -2.7154, 2.1395)  -0.36
C (0.5054, -1.7630, 2.8170)  -0.23
C (1.3963, -2.2099, 3.7857)  -0.01
C (2.2668, -1.2943, 4.3558)  -0.04
C (2.2009, 0.0261, 3.9486)  -0.03
C (1.2832, 0.3770, 2.9706)  -0.11
N (0.4510, -0.4955, 2.4075)  0.08
H (-0.7647, -3.6411, 3.9107)  0.13
H (-2.4893, -5.1015, 4.5422)  0.11
H (-4.4449, -6.4548, 3.8729)  0.11
H (-5.1244, -6.5548, 1.4913)  0.11
H (-3.8513, -5.2676, -0.2010)  0.11
H (1.4504, -3.2581, 4.0489)  0.12
H (2.9895, -1.6154, 5.0938)  0.11
H (2.8641, 0.7733, 4.3610)  0.11
H (1.2299, 1.3905, 2.5954)  0.11
I (5.2004, -4.9695, 0.8674)  0.81
C (4.4880, -2.9992, 0.6118)  -0.73
C (5.3034, -1.9286, 0.9418)  -0.15
C (4.8124, -0.6389, 0.7996)  -0.02
C (3.5161, -0.4156, 0.3493)  -0.13
C (2.7319, -1.5074, 0.0014)  -0.05
C (3.2061, -2.8050, 0.1275)  -0.16
C (3.0040, 1.0244, 0.2472)  -0.66
O (3.8447, 1.9240, 0.2203)  0.01
O (1.7390, 1.1760, 0.2074)  -0.23
H (6.3108, -2.0932, 1.2997)  0.09
H (5.4252, 0.2206, 1.0374)  0.12
H (1.7234, -1.3498, -0.3755)  0.06
H (2.5780, -3.6446, -0.1415)  0.09

Forces on the atoms, in the same order (eV/Å):
Ag -0.2 0.2 -0.2
C 0.1 0.0 0.0
As -0.3 0.0 -0.1
C -0.1 0.0 0.1
C 0.0 0.0 0.0
C 0.0 0.1 0.1
C -0.1 0.0 0.1
C 0.0 0.0 0.1
As -0.1 0.2 -0.3
C 0.1 -0.1 0.0
C 0.1 -0.1 0.1
C 0.0 0.0 -0.1
As 0.2 0.0 0.0
C 0.0 0.0 0.0
C 0.0 0.0 0.0
H 0.0 0.0 0.0
H 0.0 0.0 0.1
H 0.0 0.0 0.0
H 0.0 0.0 0.0
H 0.0 0.0 0.0
H 0.1 0.0 0.0
H 0.0 0.0 0.0
H 0.0 0.0 0.0
H 0.0 0.0 0.0
H 0.0 -0.1 0.0
H 0.0 0.0 0.0
H 0.1 -0.1 0.0
H 0.0 0.0 0.0
H 0.0 0.0 0.0
H -0.1 0.0 0.0
H 0.0 0.0 0.1
H 0.0 0.0 0.0
H 0.0 0.0 0.0
H 0.0 0.0 0.0
H -0.1 0.0 0.0
H 0.0 0.0 0.0
H 0.0 0.0 0.0
H 0.0 0.0 0.0
H 0.0 0.0 0.0
H 0.0 0.0 0.0
H 0.0 0.0 0.0
H 0.0 0.0 0.0
N 0.1 -0.1 -0.1
C -0.2 -0.1 -0.1
C 0.0 0.0 0.0
C 0.0 0.0 0.1
C 0.0 0.0 -0.1
C 0.0 0.0 0.1
C 0.2 0.2 -0.2
S -0.2 -0.4 0.0
N 0.1 0.2 0.2
C -0.1 -0.1 -0.2
C 0.2 0.2 0.2
C 0.0 0.0 0.0
C 0.0 0.0 -0.1
C 0.1 -0.1 0.1
C 0.0 0.2 -0.1
N 0.0 -0.1 0.1
H 0.0 0.1 0.0
H 0.0 0.0 0.0
H 0.0 0.0 0.0
H 0.0 0.0 0.0
H 0.0 0.0 0.0
H 0.0 0.0 0.0
H 0.0 0.0 0.0
H 0.0 0.0 0.0
H 0.0 0.0 0.0
I -0.1 0.3 0.0
C 0.1 -0.4 0.1
C 0.0 0.1 0.0
C 0.0 0.0 0.0
C -0.1 0.2 0.0
C 0.0 0.0 0.1
C -0.1 0.0 0.0
C 0.1 0.0 0.0
O -0.1 -0.1 0.0
O 0.1 -0.1 0.0
H 0.0 0.0 0.0
H 0.0 0.0 0.0
H 0.3 -0.1 -0.1
H 0.0 0.0 0.0

=====

Record 2
The following is a quantum chemistry calculation of a 9-piece molecular cluster, H18O9 overall in a non-equilibrium geometry, from the OMol25 dataset.

Results
* total energy: -18718.013 eV
* structure (SMILES): O.O.O.O.O.O.O.O.O
* LUMO level: 0.37 eV
* charge: 0
* highest occupied orbital energy: -9.466 eV

Last column: Löwdin charge in e.
Geometry (Å):
O (-0.4375, -0.7503, -0.8473)  -0.12
H (0.0473, -1.5509, -0.6171)  -0.02
H (0.1075, -0.0370, -0.4966)  0.05
O (-2.3001, 0.8840, -2.6599)  -0.05
H (-3.2543, 1.0174, -2.6335)  0.03
H (-1.9567, 1.7155, -3.0058)  0.03
O (1.5464, -2.2454, 0.0597)  -0.04
H (1.6874, -3.1145, 0.4519)  0.06
H (1.8621, -2.3427, -0.8457)  0.07
O (-2.3270, -1.2490, 2.8889)  -0.05
H (-3.2784, -1.4009, 2.8628)  0.05
H (-1.9756, -2.0358, 3.3208)  0.04
O (-1.2289, 0.4994, 1.3604)  -0.08
H (-0.3077, 0.2206, 1.4114)  0.02
H (-1.4767, 0.6592, 2.2780)  0.02
O (4.3700, 0.8783, -1.4424)  -0.07
H (4.8019, 1.7362, -1.5226)  0.03
H (4.9118, 0.4017, -0.8035)  0.02
O (4.2433, 1.3893, 1.6153)  -0.06
H (3.8439, 0.5124, 1.6347)  0.03
H (5.1591, 1.2357, 1.8738)  0.04
O (-1.1478, -2.6855, -1.3788)  -0.09
H (-1.7840, -3.3388, -1.6910)  0.05
H (-1.6738, -1.8877, -1.2524)  0.04
O (-2.8159, 3.3962, 0.1226)  -0.06
H (-3.6039, 3.9099, 0.3327)  0.03
H (-2.3290, 3.3632, 0.9537)  0.03

Forces on the atoms, in the same order (eV/Å):
O 1.3 2.1 0.3
H 0.0 0.2 0.2
H -0.4 0.1 -0.3
O -0.2 0.1 -0.3
H 0.1 0.0 0.1
H 0.0 -0.1 0.1
O 0.7 -0.4 0.2
H -0.1 0.1 0.0
H 0.0 0.1 -0.1
O -0.3 -0.5 0.6
H 0.1 0.0 -0.1
H 0.0 0.1 0.0
O 0.3 1.0 0.2
H -0.2 -0.1 0.0
H 0.0 -0.2 -0.1
O 0.2 -0.1 -0.2
H -0.1 -0.1 0.1
H -0.1 0.1 0.0
O 0.2 -0.2 0.1
H -0.1 0.1 -0.1
H -0.1 0.1 0.1
O -1.5 -2.5 -0.8
H 0.2 -0.2 0.0
H 0.2 0.3 0.0
O -0.2 0.2 0.1
H 0.1 0.0 -0.1
H 0.1 -0.2 -0.1

=====

Record 3
The following is a quantum chemistry calculation of a single C4H6O molecule in a non-equilibrium geometry, from the OMol25 dataset.

Results
* total energy: -6289.269 eV
* structure (SMILES): C#C[C@@H](C)O
* LUMO level: 0.90 eV
* charge: 0
* highest occupied orbital energy: -9.530 eV

Last column: Löwdin charge in e.
Geometry (Å):
C (-1.2225, 0.3591, 1.5433)  0.10
C (-0.7689, -0.3011, 0.6307)  -0.13
C (0.0016, -0.6571, -0.5406)  -0.40
C (0.4299, 0.8446, -0.7167)  -0.04
O (1.0225, -1.6189, -0.3650)  -0.02
H (-1.7910, 0.3476, 2.4255)  0.02
H (-0.6063, -1.0613, -1.3628)  0.15
H (0.0001, 1.2658, -1.6230)  0.08
H (1.5112, 0.9246, -0.6544)  0.08
H (-0.0014, 1.3870, 0.1591)  0.06
H (1.4248, -1.4903, 0.5038)  0.10

Forces on the atoms, in the same order (eV/Å):
C -0.3 -1.7 0.1
C -1.0 -1.0 1.2
C -0.3 0.7 0.1
C 0.3 0.7 -0.2
O 0.1 0.3 0.3
H -0.4 0.5 0.7
H 0.2 0.4 0.2
H 0.4 0.0 -0.2
H 0.2 0.0 -0.5
H 1.0 0.0 -1.5
H 0.0 0.0 -0.1

=====

Record 4
The following is a quantum chemistry calculation of C44H31AsF6N3O4PRe as an isolated structure, from the OMol25 dataset.

Results
* total energy: -147356.065 eV
* LUMO level (alpha / beta): -3.41 / -3.41 eV
* charge: +1
* highest occupied orbital energy (alpha / beta): -9.126 / -9.125 eV

Last column: Löwdin charge in e.
Geometry (Å):
Re (-1.3090, -0.3613, -0.7147)  1.55
C (-4.7976, 1.7381, -2.3543)  -0.02
C (-3.9890, 0.8393, -1.6430)  -0.08
N (-2.7010, 0.7023, -1.8821)  -0.03
C (-2.1247, 1.4907, -2.8406)  -0.16
C (-2.8628, 2.4049, -3.6037)  -0.15
C (-4.2434, 2.5099, -3.3349)  0.02
C (-2.1805, 3.1848, -4.5679)  -0.02
C (-0.8348, 3.0356, -4.7212)  -0.05
C (-0.0926, 2.1239, -3.9350)  0.01
C (-0.7222, 1.3553, -2.9931)  -0.19
N (-0.1790, 0.3797, -2.1317)  -0.10
C (0.8566, -0.4581, -2.5848)  -0.20
C (2.0526, -0.1289, -3.1668)  0.00
C (2.9282, -1.1490, -3.6097)  -0.06
C (2.6195, -2.4711, -3.4777)  -0.03
C (1.4074, -2.8468, -2.8465)  -0.15
C (0.9903, -4.1803, -2.6393)  0.00
C (-0.1908, -4.4190, -1.9961)  -0.03
C (-0.9596, -3.3417, -1.5224)  -0.08
N (-0.6015, -2.0862, -1.7016)  -0.03
C (0.5594, -1.8316, -2.3852)  -0.14
H (-5.8469, 1.8057, -2.1064)  0.11
H (-4.4076, 0.2157, -0.8673)  0.12
H (-4.8442, 3.2131, -3.8978)  0.13
H (-2.7360, 3.8980, -5.1624)  0.12
H (-0.3067, 3.6340, -5.4516)  0.11
H (0.9724, 2.0681, -4.0864)  0.09
H (2.3526, 0.9016, -3.2745)  0.11
H (3.8627, -0.8605, -4.0727)  0.11
H (3.2901, -3.2401, -3.8381)  0.12
H (1.6085, -4.9959, -2.9931)  0.12
H (-0.5471, -5.4254, -1.8284)  0.11
H (-1.8838, -3.5057, -0.9885)  0.11
O (0.3262, -1.2560, 0.5871)  0.05
C (0.5812, -0.9198, 1.7144)  -0.39
O (0.3340, 0.3539, 2.1360)  -0.08
C (1.1150, -1.7526, 2.8039)  -0.12
C (1.4670, -3.0883, 2.7030)  0.03
C (1.8919, -3.7303, 3.8559)  -0.03
C (1.9416, -3.0542, 5.0735)  -0.03
C (1.5754, -1.7178, 5.1714)  -0.03
C (1.1717, -1.0707, 4.0159)  -0.18
P (0.6323, 0.6097, 3.7084)  1.10
C (1.9646, 1.7595, 3.8889)  -0.28
C (2.6641, 1.7750, 5.0993)  -0.08
C (3.7054, 2.6682, 5.2696)  -0.06
C (4.0491, 3.5313, 4.2355)  -0.05
C (3.3581, 3.5060, 3.0339)  -0.04
C (2.3063, 2.6214, 2.8478)  -0.04
C (-0.8553, 1.0504, 4.5362)  -0.29
C (-2.0291, 0.3910, 4.1696)  -0.05
C (-3.2130, 0.7390, 4.7926)  -0.04
C (-3.2190, 1.7268, 5.7708)  -0.04
C (-2.0495, 2.3850, 6.1227)  -0.05
C (-0.8578, 2.0591, 5.4967)  -0.05
H (1.4048, -3.6005, 1.7520)  0.13
H (2.1791, -4.7721, 3.8151)  0.12
H (2.2637, -3.5823, 5.9608)  0.12
H (1.6006, -1.2116, 6.1272)  0.12
H (2.4023, 1.0984, 5.9051)  0.11
H (4.2499, 2.6909, 6.2034)  0.11
H (4.8649, 4.2288, 4.3715)  0.12
H (3.6284, 4.1830, 2.2354)  0.12
H (1.7567, 2.6133, 1.9191)  0.09
H (-2.0280, -0.3348, 3.3658)  0.08
H (-4.1344, 0.2530, 4.5007)  0.11
H (-4.1498, 1.9990, 6.2506)  0.12
H (-2.0691, 3.1684, 6.8676)  0.12
H (0.0482, 2.6008, 5.7356)  0.11
F (-1.7532, 1.5418, 0.4803)  -0.33
As (-1.1020, 3.2312, 0.6750)  0.76
F (-2.6541, 3.6753, 1.2491)  -0.21
F (-0.6563, 2.7828, 2.3053)  -0.24
F (-0.4395, 4.7914, 0.9005)  -0.21
F (0.4234, 2.5996, 0.1240)  -0.25
F (-1.5632, 3.5675, -0.9434)  -0.19
O (-3.0476, -1.6643, -0.5369)  -0.12
C (-3.0990, -1.6030, 0.7276)  -0.56
O (-2.2046, -0.9075, 1.2860)  -0.10
C (-4.1618, -2.3040, 1.4821)  -0.13
C (-5.2538, -2.8271, 0.7961)  -0.01
C (-6.2626, -3.4713, 1.4944)  -0.06
C (-6.1762, -3.6030, 2.8736)  -0.07
C (-5.0816, -3.0906, 3.5585)  -0.07
C (-4.0766, -2.4377, 2.8645)  -0.02
H (-5.3018, -2.7222, -0.2798)  0.12
H (-7.1159, -3.8719, 0.9641)  0.11
H (-6.9634, -4.1083, 3.4175)  0.11
H (-5.0139, -3.2025, 4.6327)  0.11
H (-3.2189, -2.0378, 3.3873)  0.10

Forces on the atoms, in the same order (eV/Å):
Re -0.5 -0.1 -0.1
C 0.0 0.0 0.0
C 0.0 0.0 0.0
N 0.1 0.0 0.0
C 0.0 0.0 0.0
C 0.0 0.0 0.0
C 0.0 0.0 0.0
C 0.0 0.0 0.0
C 0.0 0.0 0.0
C 0.0 0.0 0.0
C 0.0 0.0 0.0
N 0.3 0.2 0.1
C 0.0 -0.1 0.0
C 0.0 0.0 0.0
C 0.0 0.0 0.0
C 0.0 0.0 0.0
C 0.0 0.0 0.0
C 0.0 0.0 0.0
C 0.0 0.0 0.0
C 0.0 0.0 0.0
N 0.0 0.0 0.0
C 0.0 0.0 0.0
H 0.0 0.0 0.0
H 0.0 0.0 0.0
H 0.0 0.0 0.0
H 0.0 0.0 0.0
H 0.0 0.0 0.0
H 0.0 0.0 0.0
H 0.0 0.0 0.0
H 0.0 0.0 0.0
H 0.0 0.0 0.0
H 0.0 0.0 0.0
H 0.0 0.0 0.0
H 0.0 0.0 0.0
O 0.1 0.0 0.0
C 0.0 0.0 -0.1
O 0.0 0.0 0.0
C 0.0 0.0 0.0
C 0.0 0.0 0.0
C 0.0 0.0 0.0
C 0.0 0.0 0.0
C 0.0 0.0 0.0
C 0.0 0.0 0.1
P 0.1 0.1 -0.1
C 0.0 0.0 0.0
C 0.0 0.0 0.0
C 0.0 0.0 0.0
C 0.0 0.0 0.0
C 0.0 0.0 0.0
C 0.0 0.0 0.1
C 0.0 0.0 0.0
C 0.0 0.0 0.1
C 0.0 0.0 0.0
C 0.0 0.0 0.0
C 0.0 0.0 0.0
C 0.0 0.0 0.0
H 0.0 0.0 0.0
H 0.0 0.0 0.0
H 0.0 0.0 0.0
H 0.0 0.0 0.0
H 0.0 0.0 0.0
H 0.0 0.0 0.0
H 0.0 0.0 0.0
H 0.0 0.0 0.0
H 0.0 0.0 -0.1
H 0.0 0.0 0.0
H 0.0 0.0 0.0
H 0.0 0.0 0.0
H 0.0 0.0 0.0
H 0.0 0.0 0.0
F 0.1 0.0 -0.2
As -0.1 0.0 -0.1
F 0.0 0.0 0.0
F 0.0 0.0 0.1
F 0.0 0.0 0.0
F 0.0 0.0 0.0
F 0.0 0.0 0.0
O 0.1 0.1 0.1
C 0.0 0.0 0.1
O -0.1 -0.1 0.1
C 0.0 0.0 0.0
C 0.0 0.0 0.0
C 0.0 0.0 0.0
C 0.0 0.0 0.0
C 0.0 0.0 0.0
C 0.0 0.0 0.0
H 0.0 0.0 0.0
H 0.0 0.0 0.0
H 0.0 0.0 0.0
H 0.0 0.0 0.0
H 0.0 0.0 0.0

=====

- Among the records above, which one has the lowest total energy?
  C30H40AgAs3IN3O2S